Entry from the OMol25 dataset: 10 unconnected molecules or ions with the total composition C19H57O10 in a non-equilibrium geometry (ωB97M-V/def2-TZVPD).

Last column: Mulliken charge in e.
Geometry (Å):
C (0.56003, -0.17797, -0.15986)  1.99
O (-0.64276, -0.06796, -0.85512)  -0.90
H (0.80928, -1.22285, 0.08862)  -0.69
H (1.36563, 0.35038, -0.70167)  -0.56
H (0.51152, 0.34216, 0.82561)  -0.45
C (3.62017, -0.24965, -4.44504)  -1.42
C (2.83816, 0.64039, -3.51135)  0.41
O (1.43693, 0.47902, -3.74114)  -0.54
H (3.23349, -0.09369, -5.45195)  0.37
H (3.46208, -1.29929, -4.17801)  0.27
H (4.70337, -0.12977, -4.42461)  0.36
H (2.98468, 1.69074, -3.80332)  0.22
H (3.06497, 0.54824, -2.44608)  0.05
H (0.95346, 1.21139, -3.31974)  0.30
C (0.86384, -0.62291, 3.98524)  -1.10
C (-0.49707, -1.26787, 4.05917)  0.21
O (-0.45758, -2.66085, 3.70815)  -0.51
H (1.58868, -0.94574, 4.73835)  0.38
H (0.83574, 0.45983, 4.14564)  0.25
H (1.37612, -0.72954, 3.02755)  0.17
H (-1.29036, -0.62576, 3.64688)  -0.13
H (-0.94755, -1.26095, 5.06944)  0.49
H (-0.85330, -3.07996, 4.46953)  0.29
C (1.58816, 4.67315, 1.99135)  -1.62
C (0.74602, 3.57556, 1.36364)  0.99
O (0.67251, 2.43132, 2.18675)  -0.44
H (2.57520, 4.33507, 2.33390)  0.37
H (1.16257, 5.07355, 2.91539)  0.35
H (1.87297, 5.48136, 1.31707)  0.39
H (1.24438, 3.30437, 0.42668)  -0.18
H (-0.25382, 3.97627, 1.18088)  0.10
H (-0.01271, 1.85013, 1.83476)  -0.10
C (4.59232, -1.61111, -0.48004)  -0.59
C (5.26803, -1.93449, 0.84724)  -0.44
O (6.55015, -2.52257, 0.61903)  -0.55
H (3.85577, -0.81086, -0.38215)  0.06
H (4.13653, -2.48962, -0.93824)  0.24
H (5.36564, -1.23917, -1.15615)  0.37
H (4.60888, -2.61116, 1.40559)  0.22
H (5.34817, -1.01682, 1.43077)  0.37
H (6.34142, -3.39380, 0.26297)  0.31
C (0.13568, 4.52247, -2.66708)  -1.63
C (0.15442, 3.36335, -1.68730)  0.76
O (-0.41752, 2.25555, -2.38240)  -0.66
H (-0.85999, 4.61965, -3.10241)  0.32
H (0.72512, 4.24444, -3.54937)  0.32
H (0.59615, 5.42028, -2.25450)  0.38
H (-0.36708, 3.67001, -0.77752)  -0.02
H (1.20056, 3.12590, -1.46006)  0.17
H (-0.43512, 1.52253, -1.70843)  0.25
C (1.91452, -4.31724, 0.17621)  -0.83
C (0.49316, -4.28355, -0.42486)  0.16
O (0.43579, -3.56583, -1.62381)  -0.39
H (2.64513, -4.71697, -0.53147)  0.36
H (1.99244, -4.88701, 1.10444)  0.38
H (2.14008, -3.27827, 0.42558)  -0.04
H (-0.12006, -3.74380, 0.29957)  -0.24
H (0.13192, -5.31904, -0.48483)  0.38
H (0.88874, -4.10489, -2.28221)  0.25
C (-5.62907, 0.04053, -1.35997)  -1.30
C (-4.14807, 0.39251, -1.56740)  0.67
O (-3.70421, -0.10946, -2.82677)  -0.51
H (-5.78676, -1.03555, -1.32940)  0.30
H (-6.24093, 0.49145, -2.14358)  0.45
H (-5.90658, 0.51947, -0.41524)  0.29
H (-3.46812, 0.02472, -0.80612)  -0.37
H (-4.05997, 1.48605, -1.58157)  0.25
H (-4.35551, 0.16312, -3.47923)  0.27
C (-2.77331, -2.42710, 1.53214)  -0.87
C (-3.20676, -3.08104, 0.22390)  -0.33
O (-2.64151, -2.35379, -0.83145)  -0.40
H (-3.08228, -3.02976, 2.39824)  0.41
H (-3.21630, -1.44729, 1.73628)  0.18
H (-1.70652, -2.30346, 1.71426)  0.12
H (-4.27515, -3.24830, 0.03068)  0.34
H (-2.84981, -4.12645, 0.30318)  0.24
H (-2.02292, -1.70980, -0.43903)  0.02
C (-3.91086, 2.61946, 1.74089)  -1.49
C (-2.70360, 1.69803, 1.71832)  1.06
O (-1.81048, 2.19011, 0.73628)  -0.28
H (-4.61564, 2.32596, 2.51812)  0.36
H (-4.35374, 2.67484, 0.74904)  0.25
H (-3.47911, 3.59929, 1.95919)  0.38
H (-2.94082, 0.64433, 1.53194)  -0.63
H (-2.16848, 1.66139, 2.67917)  0.22
H (-1.37914, 1.45460, 0.25284)  0.13

As for the charge: -1. The value obtained for the relative energy (zero: lowest compared OMol25 entry of this formula, charge and spin) is 37.3 kcal/mol. The gap between HOMO and LUMO comes out at 0.247 hartree.

---

Entry from the OMol25 dataset: 21 unconnected molecules or ions with the total composition C19H58N6O23 in a non-equilibrium geometry (ωB97M-V/def2-TZVPD).

Last column: Mulliken charge in e.
Geometry (Å):
O (-3.02264, -2.75160, 0.18575)  -0.64
N (1.39137, 4.42931, -2.44049)  -0.12
N (-0.73890, 1.15954, -1.21933)  -0.82
N (-0.67564, -0.45639, 3.25382)  -1.07
O (0.83802, 3.16948, -2.29158)  -0.27
O (2.63544, 6.02610, -1.19280)  -0.48
C (-2.43559, -1.72087, 0.40904)  0.28
C (1.90406, 4.83986, -1.29474)  -0.30
C (-0.08419, 1.95424, -0.41722)  -0.16
C (-1.12178, -0.46815, 2.04081)  0.84
C (1.44843, 4.00059, -0.29305)  -0.17
C (0.68318, 3.08401, -0.93598)  0.53
C (-0.79465, 0.32521, 0.92590)  -0.64
C (-1.15694, 0.12344, -0.37673)  0.94
C (1.63791, -3.34987, -3.26198)  -0.23
C (1.22225, -2.12239, -3.84715)  -0.71
C (0.90392, -3.75727, -2.17544)  0.19
C (-0.02163, -1.54916, -3.48168)  -0.43
C (-0.37610, -3.21393, -1.84283)  -0.04
C (-0.84393, -2.09752, -2.51104)  0.64
N (-0.14740, 1.47312, 0.87775)  0.17
N (-2.00297, -0.94180, -0.68653)  0.15
N (-2.02431, -1.47308, 1.71730)  0.52
C (2.77788, 6.84051, -2.36035)  -0.49
C (-2.12375, -1.38273, -2.11945)  -1.10
C (-0.43408, -2.66228, 4.63185)  -1.77
C (-2.21884, -2.28402, 2.87682)  -1.10
C (-1.35754, -1.56592, 3.95238)  0.57
H (1.74770, 3.95642, 0.74390)  0.64
H (2.65282, -3.73435, -3.61288)  -0.06
H (1.85944, -1.66424, -4.57639)  0.39
H (1.33600, -4.61147, -1.58216)  -0.22
H (-0.23155, -0.60640, -4.04102)  0.27
H (-0.79343, -3.64489, -0.92619)  0.59
H (0.36840, 1.95039, 1.60807)  0.12
H (3.57233, 6.40132, -2.99586)  0.29
H (1.79529, 6.91440, -2.93575)  0.08
H (3.10594, 7.85379, -2.12859)  0.40
H (-2.27418, -0.59059, -2.80338)  0.18
H (-3.04257, -1.98095, -2.20569)  0.47
H (-1.12243, -3.33671, 5.21878)  0.27
H (0.26493, -2.26539, 5.36281)  0.48
H (0.18985, -3.15193, 3.87551)  0.43
H (-3.29364, -2.34643, 3.17927)  0.24
H (-1.92896, -3.29952, 2.68918)  0.55
H (-1.94967, -1.15132, 4.74180)  0.33
O (4.44258, 7.15879, -5.69140)  -0.66
H (5.07474, 7.40569, -4.94095)  0.31
H (4.62693, 6.19978, -5.95609)  0.34
O (1.38655, 7.61658, 0.64115)  -0.77
H (0.58757, 7.01825, 0.47565)  0.34
H (1.98968, 7.56845, -0.16982)  0.40
O (-2.69390, 1.65454, 5.10155)  -0.68
H (-1.76389, 1.55150, 5.48655)  0.32
H (-3.31473, 1.93757, 5.84869)  0.34
O (-4.28856, -5.34620, -0.21655)  -0.64
H (-3.78253, -4.48345, -0.06371)  0.48
H (-5.27857, -5.14528, -0.15933)  0.31
O (-3.52553, 0.44060, -5.04042)  -0.64
H (-3.94840, 0.93406, -5.81595)  0.31
H (-2.99432, 1.10693, -4.49491)  0.32
O (2.26681, -5.00418, 1.10366)  -0.59
H (2.67518, -5.29551, 1.98236)  0.28
H (1.81386, -5.80640, 0.68529)  0.34
O (-0.50848, 4.80126, 2.37542)  -0.62
H (0.17531, 4.27148, 2.90033)  0.32
H (-1.39340, 4.31354, 2.42845)  0.29
O (-0.00039, -6.50823, -0.28473)  -0.64
H (0.76783, -6.74353, -0.89973)  0.34
H (-0.86534, -6.68336, -0.77966)  0.29
O (0.22814, 5.58909, -5.03670)  -0.72
H (0.02316, 6.40889, -4.48020)  0.40
H (0.61696, 4.88255, -4.42567)  0.39
O (3.68938, 3.46286, -3.99402)  -0.69
H (2.88035, 3.71543, -3.44134)  0.51
H (3.73097, 2.45339, -4.04879)  0.30
O (-0.61096, 7.74049, -3.55978)  -0.68
H (-1.55385, 7.54131, -3.86809)  0.31
H (-0.65658, 8.46262, -2.85253)  0.30
O (2.71509, 5.76991, 2.32585)  -0.66
H (3.60310, 5.80621, 1.84224)  0.28
H (2.04983, 6.32706, 1.80550)  0.40
O (-4.79298, -0.31922, 4.66928)  -0.65
H (-4.29089, 0.53509, 4.87380)  0.32
H (-5.25362, -0.20774, 3.77533)  0.31
O (4.60351, -5.69478, -2.68330)  -0.68
H (4.70320, -4.93402, -3.34289)  0.33
H (5.26174, -5.54648, -1.92932)  0.33
O (-3.26162, -5.13860, 4.11232)  -0.68
H (-3.54356, -4.31419, 4.62673)  0.36
H (-3.56635, -5.95271, 4.63012)  0.30
O (2.09188, -0.83815, 3.00354)  -0.77
H (2.67363, -1.54417, 3.43582)  0.26
H (1.13672, -0.99222, 3.29969)  0.56
O (2.29486, -7.19896, -2.13335)  -0.67
H (3.05714, -6.53838, -2.05382)  0.38
H (2.63148, -8.10585, -1.83670)  0.32
O (2.47458, 1.80146, 2.23456)  -0.62
H (2.95000, 1.68011, 1.34968)  0.33
H (2.35246, 0.88903, 2.65444)  0.31
O (-5.15804, -3.68556, 2.14027)  -0.61
H (-5.08987, -3.43206, 1.16310)  0.18
H (-4.24441, -3.98903, 2.45161)  0.43
O (-0.27848, -6.02600, 4.70588)  -0.66
H (-1.21722, -5.69992, 4.51558)  0.35
H (0.18335, -6.19086, 3.82084)  0.33

The gap between HOMO and LUMO comes out at 0.291 hartree.

---

Which highest occupied orbital energy belongs to each record? In order, -4.14 -8.38 eV.